Entry 1:
This record from OMol25 describes a structure of composition C15H22LiN5O8S. The level of theory is wB97M-V/def2-TZVPD.

Element x y z (Å)
Li -0.71714 -0.30808 -1.29102
O -2.16364 2.12342 -4.21802
C -1.82254 1.33982 -3.19892
O -0.71804 0.87522 -3.06842
C -2.94314 1.12192 -2.23192
O -2.63844 -0.03798 -1.52152
C -3.28574 -0.14998 -0.27802
C -2.81794 -1.48308 0.31317
O -2.50974 -1.47948 1.58508
O -2.77004 -2.47108 -0.37032
H -1.43384 2.24152 -4.84762
H -3.89984 1.04992 -2.76872
H -2.97564 1.99722 -1.55882
H -4.37944 -0.18818 -0.40033
H -3.01974 0.68822 0.37028
S -2.02054 3.30332 0.36788
C -0.40014 3.51852 0.15048
N 0.51676 3.57002 1.13128
C 1.86636 3.63292 0.60168
C 1.63276 3.92512 -0.89222
N 0.19236 3.82032 -1.01972
H 0.34126 3.15212 2.02798
H 2.37336 2.67502 0.75758
H 2.41926 4.43412 1.09837
H 2.13826 3.20082 -1.53472
H 1.95876 4.93652 -1.16402
H -0.26584 3.68132 -1.90202
N -1.63024 0.71952 2.62988
C -0.20074 0.40362 2.65628
C 0.43726 0.46522 1.22488
O 1.65956 0.55052 1.16338
O -0.37044 0.43382 0.26728
H -1.99264 0.86162 3.56728
H -2.25134 -0.54398 1.96768
H -1.79134 1.57142 2.09088
H -0.08124 -0.62078 3.02408
H 0.37806 1.06692 3.31378
N 3.72746 -4.65298 1.85998
C 3.43526 -4.82268 0.54807
O 3.95446 -5.67038 -0.14332
C 2.39956 -3.87178 0.03188
C 2.51246 -3.36818 -1.25932
C 1.55266 -2.47728 -1.71502
N 0.50656 -2.09738 -0.99322
C 0.38316 -2.60728 0.22247
C 1.29786 -3.48498 0.78368
H 4.45826 -5.20958 2.27098
H 3.36466 -3.87488 2.38158
H 3.33736 -3.68858 -1.87852
H 1.60726 -2.05858 -2.71122
H -0.48434 -2.31318 0.78478
H 1.13296 -3.87968 1.77458

Computed properties:
energy = -1866.4037 Eh
HOMO level = -8.553 eV
ΔE to the lowest compared entry with this formula, charge and spin = 13.51 kcal per mole
HOMO-LUMO gap = 8.606 eV

***

Entry 2:
This record from OMol25 describes the molecule C15H22N2O2S2. The level of theory is wB97M-V/def2-TZVPD.

Element x y z (Å)
C -0.38114 -3.57213 2.32229
C -0.05635 -2.71564 1.10493
C 0.01989 -1.23389 1.46267
C 0.37624 -0.40100 0.22645
N 0.58849 1.00274 0.54550
C -0.40962 1.76076 1.06357
S -0.15318 3.14557 1.94339
N -1.70906 1.34672 0.92472
C -2.35661 0.87737 -0.22157
C -3.59540 0.25582 -0.07843
C -4.27068 -0.21101 -1.18912
C -3.72509 -0.06266 -2.45425
C -2.50448 0.57325 -2.60299
C -1.82207 1.04691 -1.49756
C 1.93040 1.57079 0.55695
C 2.24565 2.25087 -0.79417
C 2.55398 1.18015 -1.81497
S 3.57706 0.01389 -0.84551
O 4.96862 0.30783 -1.02944
O 3.15661 -1.34428 -1.07867
C 3.04503 0.58062 0.81830
H -0.43486 -4.62182 2.04551
H 0.38507 -3.45831 3.08586
H -1.33754 -3.28063 2.75121
H 0.89763 -3.03052 0.67711
H -0.82529 -2.85951 0.34257
H 0.77264 -1.08307 2.24014
H -0.93902 -0.90554 1.86813
H 1.28216 -0.80290 -0.22206
H -0.42360 -0.50607 -0.51116
H -2.32266 1.78412 1.60168
H -4.02039 0.14338 0.90815
H -5.22800 -0.69474 -1.06658
H -4.25343 -0.43105 -3.31978
H -2.08177 0.71126 -3.58698
H -0.88629 1.57228 -1.61992
H 1.91839 2.34259 1.33900
H 3.12135 2.88774 -0.66113
H 1.40788 2.88257 -1.09246
H 1.67531 0.64578 -2.16246
H 3.14514 1.53361 -2.65198
H 3.90816 1.07348 1.25476
H 2.76085 -0.27529 1.41829

Computed properties:
energy = -1641.1395 Eh
HOMO level = -8.261 eV
SMILES string = CCCCN(C(=S)Nc1ccccc1)[C@@H]1CCS(=O)(=O)C1
ΔE to the lowest compared entry with this formula, charge and spin = 11.40 kcal per mole
HOMO-LUMO gap = 8.769 eV

***

Entry 3:
This record from OMol25 describes the molecule C15H22N2O3. The level of theory is wB97M-V/def2-TZVPD.

Element x y z (Å)
C 0.08325 3.74705 2.93679
N 0.00710 2.48581 2.26858
C -1.30006 2.19233 1.74087
C -1.37299 0.82254 1.08876
C -0.22988 0.60684 0.01481
O -0.39369 1.34969 -1.01959
C 1.12523 0.87892 0.79179
C 1.17128 2.23223 1.46234
H 1.04488 3.80563 3.46359
H 0.02392 4.59189 2.22335
H -0.74350 3.83194 3.65171
H -2.00211 2.20515 2.59275
H -1.63555 2.95861 1.01174
H -1.31641 0.05747 1.87979
H -2.34842 0.77888 0.58749
H 1.27017 0.10972 1.56648
H 1.95905 0.86039 0.07465
H 1.34030 3.01496 0.69449
H 2.03937 2.23192 2.14278
C 4.19095 -2.82898 -0.16029
C 3.21864 -2.09604 -1.03859
O 2.02507 -1.83531 -0.25643
C 1.08236 -1.26236 -1.04369
C -0.18795 -0.89163 -0.30831
N -1.35016 -1.24211 -1.18229
C -1.41963 -0.85086 -2.48780
C -2.61638 -0.91560 -3.18362
C -3.78506 -1.28867 -2.52700
C -3.68425 -1.74509 -1.21190
C -2.45588 -1.74155 -0.57727
O 1.28719 -1.12393 -2.24376
H 5.19736 -2.68679 -0.56020
H 4.17545 -2.48427 0.87638
H 3.98660 -3.90284 -0.18294
H 3.63159 -1.13661 -1.37132
H 2.94066 -2.70128 -1.90629
H -0.28736 -1.51895 0.58724
H -0.49143 -0.49557 -2.93501
H -2.58190 -0.63437 -4.23580
H -4.75104 -1.21412 -3.02102
H -4.53919 -2.08489 -0.64641
H -2.30757 -2.08016 0.44316

Computed properties:
energy = -919.9229 Eh
HOMO level = -6.930 eV
ΔE to the lowest compared entry with this formula, charge and spin = 97.70 kcal per mole
HOMO-LUMO gap = 6.323 eV

***

Entry 4:
This record from OMol25 describes the molecule C15H22N2O4S. The level of theory is wB97M-V/def2-TZVPD.

Element x y z (Å)
C -7.23388 -1.02652 -0.18719
C -6.01233 -0.13066 -0.05640
O -4.87113 -0.96880 -0.01194
C -3.64563 -0.41879 0.13288
C -2.57833 -1.32326 0.19779
C -1.28400 -0.87413 0.34873
C -1.04966 0.48878 0.43286
S 0.61706 1.10887 0.57323
O 1.42963 0.19789 1.32027
O 0.57826 2.47553 1.01043
N 1.22437 1.15134 -0.99987
C 0.60446 2.16385 -1.82067
C 1.35730 -0.13170 -1.65391
C 2.04286 -1.18061 -0.77567
O 1.46971 -2.22246 -0.50123
N 3.31307 -0.94348 -0.43568
C 4.03273 0.30475 -0.60741
C 5.38413 0.03906 0.05302
C 5.01247 -0.91962 1.18128
C 3.98221 -1.82088 0.51311
C -2.08758 1.39540 0.36645
C -3.39007 0.94991 0.21873
H -7.16280 -1.62096 -1.09375
H -8.13429 -0.42041 -0.22648
H -7.29249 -1.69933 0.66373
H -6.07584 0.46685 0.86296
H -5.94603 0.54989 -0.91638
H -2.79668 -2.37674 0.12956
H -0.45676 -1.56532 0.40053
H 1.25301 2.38933 -2.66765
H 0.49322 3.05166 -1.20390
H -0.37838 1.85025 -2.19553
H 0.37563 -0.53977 -1.94149
H 1.95036 0.01211 -2.56426
H 3.50069 1.11404 -0.09792
H 4.12413 0.55589 -1.66764
H 6.05943 -0.45247 -0.64955
H 5.85272 0.95396 0.40876
H 4.54046 -0.36842 1.99404
H 5.86453 -1.47445 1.56833
H 4.45724 -2.64738 -0.02795
H 3.24427 -2.23069 1.20366
H -1.86537 2.44760 0.44941
H -4.19086 1.67061 0.17503

Computed properties:
energy = -1393.4324 Eh
HOMO level = -8.928 eV
SMILES string = CCOc1ccc(S(=O)(=O)N(C)CC(=O)N2CCCC2)cc1
ΔE to the lowest compared entry with this formula, charge and spin = 41.66 kcal per mole
HOMO-LUMO gap = 9.623 eV

***

Entry 5:
This record from OMol25 describes a structure of composition C15H22N4O3S. The level of theory is wB97M-V/def2-TZVPD.

Element x y z (Å)
C 2.34479 2.35235 -6.53724
C 2.02540 2.55029 -4.99693
O 1.87814 1.25790 -4.24972
C 3.04179 0.58545 -4.24792
C 2.64943 -0.33727 -3.30363
N 3.63265 -1.33808 -2.95787
N 3.26240 -2.01011 -1.95154
C 1.91196 -1.84713 -1.54370
N 1.34982 -2.53608 -0.54930
C 0.18665 -2.29119 0.28663
O 0.03514 -3.35637 1.04014
C -0.58212 -1.18884 -0.12035
H -0.91455 -0.83788 -1.11894
C -1.86329 -1.20461 0.82506
N -1.77737 -0.40848 1.91521
C -0.41479 0.42116 1.97363
O -0.14285 1.21422 2.90199
C 0.18928 0.22849 0.61459
H 1.13062 -0.11182 0.80808
H 0.08220 1.04355 0.05201
C -2.63647 -0.49919 3.02747
H -3.21569 -1.10058 2.74682
C -1.84295 -1.23048 4.37312
H -1.94762 -2.19383 4.41851
C -2.61073 -0.61594 5.43382
C -2.56520 1.02718 5.08625
H -3.20102 1.88826 5.62314
C -3.07356 0.73657 3.63660
H -2.62773 1.77648 2.92635
H -4.14735 0.97087 3.68331
H -1.51993 1.33577 4.95464
H -1.93923 -0.49799 6.32629
H -3.46677 -0.75318 5.82509
H -0.90018 -0.88624 4.23423
H -2.17483 -2.10191 0.98790
H -2.65103 -0.86298 0.27637
H 1.76678 -3.38502 -0.26492
S 1.60622 -0.26960 -2.13506
H 3.37839 0.02629 -5.22801
H 4.15239 1.09847 -4.03168
H 1.24484 3.22859 -4.80981
H 3.23495 3.16053 -4.71654
H 1.56840 1.74815 -7.08178
H 3.26075 2.00508 -6.87295
H 2.28227 3.20914 -7.25935

Computed properties:
energy = -1427.2238 Eh
HOMO level = -8.054 eV
ΔE to the lowest compared entry with this formula, charge and spin = 360.81 kcal per mole
HOMO-LUMO gap = 7.680 eV